No. 1
Entry from the Open Molecules 2025 dataset: C4H9NO2 in the gas phase (the ωB97M-V functional and the def2-TZVPD basis).

Calculated values
E ... -9879.4901 eV
Lowest unoccupied orbital energy ... 0.021 hartree
Energy relative to the best compared isomer or geometry (same formula, charge and spin) ... 0.5705 eV
Kohn-Sham gap ... 10.0 eV
2S+1 ... 1
Structure (SMILES) ... NC(=O)CCCO
E_HOMO ... -9.41 eV

Last column: natural (NBO) charge in e.
Element x y z (Å)
N 1.6605 0.3810 1.0499  -0.84
C 1.2453 -0.9164 0.9765  0.68
O 1.5636 -1.7666 1.7916  -0.62
C 0.3293 -1.2276 -0.2026  -0.51
C -1.0221 -0.4878 -0.1079  -0.42
C -1.1485 0.7866 -0.9310  -0.06
O -0.3558 1.8226 -0.3614  -0.75
H 2.0337 0.6688 1.9428  0.39
H 1.1669 1.0807 0.5048  0.42
H 0.8321 -0.9863 -1.1493  0.22
H 0.1734 -2.3093 -0.1810  0.24
H -1.8183 -1.1606 -0.4463  0.22
H -1.2440 -0.2496 0.9405  0.22
H -0.8359 0.5886 -1.9677  0.16
H -2.2020 1.0969 -0.9474  0.17
H -0.4617 2.6213 -0.8917  0.48

No. 2
Entry from the Open Molecules 2025 dataset: a molecular structure, C21H21ClNO5V (the ωB97M-V functional and the def2-TZVPD basis).

Calculated values
E ... -72039.8632 eV
Lowest unoccupied orbital energy (alpha / beta) ... -0.306 / -0.306 hartree
Charge ... +2
Energy relative to the best compared isomer or geometry (same formula, charge and spin) ... 0.0000 eV
Kohn-Sham gap (alpha / beta) ... 6.2 / 6.2 eV
2S+1 ... 1
E_HOMO (alpha / beta) ... -14.48 / -14.48 eV

Last column: natural (NBO) charge in e.
Element x y z (Å)
V 1.1193 -0.5909 1.5030  1.50
O 0.8544 -1.3923 4.2345  -0.46
C 1.4967 -1.8780 3.3477  0.71
O 2.3986 -1.1112 2.6439  -0.66
C 1.1364 -3.1994 2.6701  -0.35
C 1.9952 -3.4115 1.4139  0.10
C 1.7668 -4.7810 0.7974  -0.44
C 0.3835 -4.6194 0.1337  -0.43
C 0.0064 -3.2085 0.5380  0.09
O 1.2961 -2.4835 0.4964  -0.54
C -0.3274 -3.1156 2.0365  -0.35
C -1.1347 -1.8319 2.2703  0.78
O -2.0858 -1.7304 2.9649  -0.47
O -0.6543 -0.7708 1.5050  -0.73
H 1.1995 -4.0079 3.3957  0.29
H 3.0285 -3.1000 1.5086  0.25
H 1.7949 -5.5604 1.5565  0.24
H 2.5379 -5.0024 0.0635  0.25
H -0.3539 -5.3368 0.4887  0.24
H 0.4457 -4.7057 -0.9486  0.24
H -0.6945 -2.7025 -0.1183  0.23
H -0.9431 -3.9392 2.3883  0.28
C 3.6101 0.8754 -4.1050  -0.65
C 2.9951 0.7008 -2.7527  0.10
C 3.7689 0.6286 -1.5977  -0.22
C 3.1597 0.4576 -0.3724  0.06
N 1.8308 0.3423 -0.2323  -0.55
C 1.0751 0.4515 -1.3369  0.05
C 1.6095 0.6193 -2.5925  -0.23
H 4.6815 0.6913 -4.0850  0.24
H 3.4481 1.8965 -4.4565  0.25
H 3.1495 0.2050 -4.8300  0.25
H 4.8466 0.7020 -1.6467  0.25
H 3.7512 0.3963 0.5346  0.22
H 0.0037 0.3725 -1.1935  0.21
H 0.9506 0.6834 -3.4480  0.24
Cl -6.0090 6.3134 -2.0282  0.21
C -4.9665 5.3182 -1.1673  0.14
C -3.9014 5.9080 -0.4499  -0.27
C -3.0669 5.1043 0.2578  -0.03
C -3.2648 3.6772 0.2786  -0.19
C -2.4813 2.8862 1.0474  -0.05
C -4.3565 3.1181 -0.4774  -0.03
C -5.1907 3.9224 -1.1843  -0.27
H -3.7789 6.9815 -0.4718  0.27
H -2.2483 5.5280 0.8260  0.25
H -2.6449 1.8173 1.1292  0.23
H -1.7023 3.3080 1.6718  0.22
H -4.5117 2.0467 -0.4586  0.25
H -6.0237 3.5276 -1.7483  0.27

No. 3
Entry from the Open Molecules 2025 dataset: a molecular structure, C13H25OTm (the ωB97M-V functional and the def2-TZVPD basis).

Calculated values
E ... -45447.7189 eV
Lowest unoccupied orbital energy (alpha / beta) ... -0.289 / -0.289 hartree
Charge ... +2
<S²> ... 2.003
Kohn-Sham gap (alpha / beta) ... 7.7 / 7.7 eV
2S+1 ... 3
E_HOMO (alpha / beta) ... -15.55 / -15.54 eV

Last column: natural (NBO) charge in e.
Element x y z (Å)
C -0.7658 -2.4237 -0.1400  -0.61
H -1.3215 -3.2352 -0.6008  0.32
H -0.4282 -1.7948 -1.0272  0.28
H -1.6798 -1.7991 0.5449  0.13
C 0.4139 -2.9066 0.7036  -0.45
H 1.2146 -2.1290 0.7748  0.21
H 0.1001 -3.1318 1.7295  0.26
C 0.9885 -4.1749 0.0520  -0.59
H 1.8597 -4.5616 0.5830  0.27
H 0.2259 -4.9656 0.0209  0.25
H 1.2822 -3.9572 -0.9808  0.23
C -0.1988 1.9699 0.5823  -0.18
C 1.0911 1.3611 0.3898  -0.16
C 1.0521 0.6377 -0.8535  -0.13
C -0.2711 0.7763 -1.4077  -0.16
C -1.0499 1.5808 -0.5122  -0.05
C -2.3891 2.1531 -0.7942  -0.67
C -0.6783 0.3711 -2.7778  -0.65
C 2.2014 -0.0242 -1.5209  -0.65
C 2.2465 1.4917 1.3105  -0.65
C -0.5325 2.9637 1.6332  -0.66
Tm -0.4326 -0.4460 0.6927  1.87
H -1.7595 0.4798 -2.9176  0.24
H -0.1871 1.0113 -3.5285  0.27
H -0.4001 -0.6662 -3.0077  0.22
H -2.9518 1.5220 -1.4901  0.24
H -2.9808 2.2610 0.1238  0.22
H -2.3166 3.1535 -1.2510  0.27
H -0.1158 2.6742 2.6073  0.23
H -0.1203 3.9599 1.4029  0.28
H -1.6171 3.0976 1.7359  0.22
H 2.9309 0.6407 1.2077  0.23
H 2.8294 2.4046 1.1214  0.28
H 1.9092 1.5346 2.3555  0.23
H 1.9069 -0.9712 -1.9967  0.22
H 2.6180 0.6179 -2.3135  0.27
H 3.0081 -0.2274 -0.8066  0.24
O -1.6276 0.1121 2.5373  -0.96
H -2.1434 -0.4061 3.1850  0.55
H -1.9110 1.0464 2.6327  0.55

No. 4
Entry from the Open Molecules 2025 dataset: 15 unconnected molecules or ions with the total composition C20H70N16O15 (the ωB97M-V functional and the def2-TZVPD basis).

Calculated values
E ... -76426.0993 eV
Lowest unoccupied orbital energy ... -0.003 hartree
Energy relative to the best compared isomer or geometry (same formula, charge and spin) ... 0.0000 eV
Kohn-Sham gap ... 7.8 eV
2S+1 ... 1
E_HOMO ... -7.92 eV

Last column: Mulliken charge in e.
Element x y z (Å)
C -0.1770 -18.8390 17.3110  -1.99
C -1.5390 -18.8300 17.9510  0.96
O -2.5380 -19.0080 16.9720  -0.37
H -0.0870 -18.2630 16.4060  0.34
H 0.0740 -19.9000 17.2410  0.48
H 0.5130 -18.5030 18.0370  0.46
H -1.5700 -17.8850 18.4410  -0.57
H -1.6370 -19.5840 18.7350  0.05
H -3.3340 -18.8790 17.5440  0.42
C -2.8510 -18.8970 21.5990  -1.03
C -2.9640 -17.5430 20.9090  0.88
O -3.6140 -16.5550 21.6190  -0.59
H -2.0080 -19.5070 21.2530  0.36
H -3.7980 -19.4090 21.7120  -0.11
H -2.5580 -18.7920 22.6070  0.55
H -3.3830 -17.6610 19.9440  -1.11
H -1.9150 -17.2640 20.6340  0.72
H -2.8490 -16.0840 21.9130  0.40
C -1.9840 -15.0800 18.3690  -0.48
C -1.8390 -15.3490 16.8770  0.81
O -1.6250 -14.1400 16.1420  -0.64
H -1.9790 -16.0600 18.7750  -0.17
H -2.9060 -14.5630 18.5750  -0.07
H -1.0820 -14.4820 18.6260  0.44
H -2.6650 -15.8900 16.4010  -0.40
H -0.9060 -15.9610 16.7410  0.03
H -2.3160 -14.0870 15.4500  0.43
C -5.2330 -23.0050 16.2300  -0.92
C -4.8330 -21.7840 15.4720  -0.82
O -5.5860 -20.6500 15.8490  -0.18
H -4.6550 -23.8630 15.7700  0.44
H -6.2980 -23.2760 16.1620  0.25
H -4.8420 -22.9450 17.2120  -0.01
H -5.0960 -21.8570 14.4430  0.57
H -3.7960 -21.6030 15.5600  0.41
H -6.3570 -20.7950 15.3460  0.17
C -7.1020 -16.0530 13.4420  0.43
C -8.6520 -15.9830 13.4300  -0.64
O -9.1690 -17.3180 13.4870  -0.60
H -6.6590 -16.4280 12.4870  0.55
H -6.6400 -16.5630 14.3060  -0.83
H -6.7350 -15.0510 13.5860  0.24
H -8.8960 -15.5380 12.4610  0.39
H -9.1550 -15.4220 14.2250  0.36
H -10.1260 -17.3130 13.6870  0.32
C -7.4580 -21.0220 22.0740  0.36
O -8.0820 -21.7110 23.0820  -0.80
N -6.2770 -20.4760 22.0060  0.13
N -8.1030 -20.8170 20.9730  -0.30
H -5.8820 -20.1310 22.8580  0.33
H -6.0000 -19.6750 21.3570  -0.38
H -9.0930 -21.1760 21.0130  0.22
H -7.6330 -20.6560 20.0530  0.61
C -4.0310 -21.8830 19.9880  -0.10
O -4.7540 -21.0540 19.1210  -0.24
N -2.8980 -22.4520 19.7200  -0.43
N -4.4570 -22.1500 21.1720  -0.37
H -2.5040 -22.4570 18.7580  0.32
H -2.6090 -23.3140 20.2580  0.21
H -5.2820 -21.5680 21.4590  0.13
H -3.7690 -22.5630 21.7680  0.24
C -8.5580 -18.2480 16.8800  0.07
O -9.8990 -18.2500 16.5480  -0.89
N -8.1010 -18.2160 18.0970  0.37
N -7.6700 -18.1970 15.9350  0.74
H -8.7930 -18.0300 18.8060  0.28
H -7.0420 -18.1600 18.2620  -1.19
H -8.0490 -18.0320 15.0000  0.19
H -6.6820 -18.0920 16.1550  0.16
C -4.9700 -17.3670 17.5250  0.02
O -5.0180 -16.1690 18.1770  -0.49
N -5.2830 -18.4420 18.1700  0.64
N -5.0170 -17.5150 16.2420  1.75
H -5.2960 -18.3740 19.2200  -0.66
H -5.4500 -19.3580 17.8100  -0.55
H -4.9220 -16.6950 15.6280  -1.52
H -5.0030 -18.4080 15.8240  0.31
C -5.0410 -13.4440 20.3120  0.20
O -5.4820 -12.7930 19.2240  -0.69
N -5.0110 -14.7730 20.4430  -0.12
N -4.7300 -12.8140 21.4080  -0.43
H -5.1030 -15.3560 19.6000  0.16
H -4.4060 -15.3010 21.1260  0.59
H -4.8500 -11.8010 21.4730  0.31
H -3.8610 -13.1020 22.0270  0.20
C -8.1410 -21.6160 17.7970  -0.04
O -8.9230 -21.2120 16.6970  -0.71
N -7.3650 -20.6850 18.3870  1.08
N -8.1670 -22.8540 18.3680  -0.20
H -7.6210 -19.7190 18.1890  0.36
H -6.3510 -20.8530 18.5310  -0.44
H -8.5630 -23.6720 17.7980  0.34
H -7.5750 -23.1770 19.2170  0.23
C -3.9600 -14.5820 14.0910  0.21
O -4.8400 -14.8250 15.0480  -0.30
N -3.7000 -15.5330 13.2160  -0.23
N -3.3730 -13.3930 13.9370  -0.55
H -4.1500 -16.4720 13.3390  0.24
H -2.8580 -15.5650 12.5430  0.28
H -3.5880 -12.6050 14.5120  0.27
H -2.5730 -13.3390 13.3560  0.15
C -7.1270 -17.4370 20.9590  0.41
O -5.9200 -18.0440 20.6200  -0.37
N -7.1560 -16.2250 21.2220  -0.06
N -8.2210 -18.1360 21.1940  -0.42
H -6.4230 -15.5780 21.0310  0.20
H -7.8540 -15.8420 21.7520  0.22
H -8.1370 -19.1890 21.0180  0.01
H -9.1250 -17.7080 21.5530  0.23
C -7.4370 -14.6840 17.1670  0.29
O -8.5310 -13.9460 17.6520  -0.67
H -6.5220 -14.2180 17.5340  0.26
H -7.4110 -14.8910 16.1470  -0.21
H -7.5860 -15.6790 17.6000  -0.10
H -8.2170 -13.1460 18.0710  0.37
C -3.6950 -18.9290 13.2540  -0.25
O -4.7360 -17.9990 13.2500  -0.55
H -2.7650 -18.5100 13.4770  0.27
H -3.8060 -19.3430 12.2310  0.34
H -3.9280 -19.6730 14.0190  -0.24
H -5.5570 -18.2900 12.9250  0.27

No. 5
Entry from the Open Molecules 2025 dataset: a molecular structure, C4H4O3 (the ωB97M-V functional and the def2-TZVPD basis).

Calculated values
E ... -10352.2359 eV
Lowest unoccupied orbital energy ... -0.009 hartree
Energy relative to the best compared isomer or geometry (same formula, charge and spin) ... 2.9762 eV
Kohn-Sham gap ... 9.3 eV
2S+1 ... 1
E_HOMO ... -9.52 eV

Last column: natural (NBO) charge in e.
Element x y z (Å)
C 0.1770 -0.5016 1.1053  0.38
C 0.3347 0.9147 -0.9106  0.85
C -0.4782 -1.1287 -0.1135  -0.13
C -0.2844 -0.3813 -1.2003  -0.35
O 1.4174 -0.3273 0.9748  -0.65
O -0.3835 1.2427 0.6313  -0.77
O 1.0852 1.6544 -1.4089  -0.45
H 0.2207 1.8392 1.1028  0.49
H -0.2672 -0.7897 2.0711  0.15
H -1.1230 -1.9944 -0.0654  0.23
H -0.6986 -0.5280 -2.1865  0.25

No. 6
Entry from the Open Molecules 2025 dataset: a molecular structure, C17H11CdF3N3O2 (the ωB97M-V functional and the def2-TZVPD basis).

Calculated values
E ... -39086.3239 eV
Lowest unoccupied orbital energy ... -0.145 hartree
Charge ... +1
Kohn-Sham gap ... 8.7 eV
2S+1 ... 1
E_HOMO ... -12.65 eV

Last column: natural (NBO) charge in e.
Element x y z (Å)
Cd -0.9788 0.3000 0.1103  1.67
C -0.6569 -2.5755 3.5895  -0.22
C 0.6214 -3.0749 3.4140  -0.13
C 1.4474 -2.5049 2.4557  -0.21
C 0.9743 -1.4363 1.7105  0.16
N -0.2784 -0.9747 1.8690  -0.55
C -1.0731 -1.5324 2.7781  0.07
C 1.8208 -0.7214 0.7110  0.20
C 3.2023 -0.8466 0.6349  -0.21
C 3.8799 -0.1050 -0.3196  -0.12
C 3.1885 0.7626 -1.1517  -0.20
C 1.8115 0.8647 -1.0036  0.19
N 1.1799 0.1118 -0.1058  -0.56
C 0.9497 1.8266 -1.7545  0.17
C 1.4510 2.6760 -2.7281  -0.21
C 0.6020 3.5897 -3.3353  -0.12
C -0.7292 3.6281 -2.9603  -0.22
C -1.1637 2.7363 -1.9937  0.07
N -0.3488 1.8639 -1.4066  -0.56
H -1.3253 -2.9907 4.3296  0.25
H 0.9781 -3.9019 4.0127  0.24
H 2.4348 -2.9069 2.2812  0.23
H -2.0773 -1.1315 2.8514  0.23
H 3.7402 -1.4897 1.3152  0.24
H 4.9553 -0.1860 -0.3996  0.24
H 3.7244 1.3488 -1.8827  0.24
H 2.4913 2.6335 -3.0151  0.23
H 0.9812 4.2639 -4.0909  0.24
H -1.4206 4.3294 -3.4042  0.25
H -2.2003 2.7140 -1.6797  0.22
F -5.5284 -0.4295 -0.4962  -0.30
C -4.5949 -1.3104 -0.1301  0.90
F -4.8552 -1.7154 1.1259  -0.31
F -4.6620 -2.3646 -0.9346  -0.30
C -3.1988 -0.6530 -0.1482  0.67
O -2.2697 -1.1974 -0.7805  -0.73
O -3.0725 0.3996 0.5320  -0.76